168
Properties=species:S:1:pos:R:3:mulliken_charge:R:1 method="wB97M-V/def2-TZVPD" spin_multiplicity=1 charge=+1 homo_energy_ha=-0.36444 lumo_energy_ev=-2.80 largest_force_ev_per_a=6.1
C 5.59438 -2.03086 1.67578 -0.662
C 5.02701 -3.33542 0.86728 -0.421
C 4.40231 -2.90656 -0.58116 -0.880
C 2.96771 -2.16232 -0.36835 0.326
C 3.26441 -0.73811 -1.05702 -1.544
C 1.63158 -2.96112 -0.80791 0.320
N 1.96803 -4.37942 -0.89441 0.160
C 2.34786 -5.10938 0.09559 0.731
C 1.93442 -5.23484 1.61903 -0.163
C 3.49665 -6.20888 -0.32578 -1.293
C 1.32355 -2.66140 -2.40117 -0.562
Cl 2.82979 -2.91110 -3.47959 -0.253
B 0.36483 -3.81908 -3.11255 1.207
O -1.05474 -3.62256 -3.36479 -0.695
O 0.89601 -5.08894 -3.59712 -0.579
O 0.76102 -1.39786 -2.70603 -0.131
C -0.20066 -0.86038 -1.77993 -0.252
C -0.43684 0.68388 -2.24543 -0.686
C -0.77160 0.65643 -3.83975 0.149
O -2.01759 -0.03491 -4.13528 -0.584
C -1.04131 2.21916 -4.21953 -0.340
N 0.19230 3.03998 -4.05104 -0.391
C -0.09015 -1.14211 -0.24316 0.265
C -1.62486 -0.85274 0.28457 -1.458
P 0.80703 0.02936 0.96641 -0.049
P 0.51573 2.13932 0.59051 1.200
O 1.55737 2.74046 -0.38606 -0.753
O 0.87707 2.91018 2.09647 -0.479
O -1.05061 2.65928 0.20010 -0.556
N 0.37916 -2.59756 0.02689 1.235
F 0.69538 -2.48775 1.38709 -0.175
C -0.80991 -3.47422 0.02530 -0.237
O -0.74010 -4.91221 -0.07464 -0.023
C -1.91093 -5.54097 0.47971 0.501
C -1.94538 -6.26029 1.87509 -0.266
C -3.23674 -6.96394 2.43141 -0.385
C -4.51299 -6.94439 1.56418 -0.487
C -4.51832 -6.19988 0.19141 -0.569
C -3.24529 -5.50533 -0.35125 -0.188
H 6.52866 -2.31427 2.27268 0.337
H 5.72457 -1.12065 1.00252 0.198
H 4.78188 -1.78075 2.47492 0.029
H 5.93182 -3.99038 0.63606 0.484
H 4.25572 -3.80893 1.55800 -0.061
H 4.38467 -3.76513 -1.32595 0.442
H 5.21452 -2.19019 -0.99162 0.522
H 3.00600 -1.92740 0.76728 -0.198
H 3.91111 -0.80533 -2.01221 0.412
H 3.92264 -0.13998 -0.31551 0.316
H 2.38249 -0.07723 -1.30592 0.143
H 2.49198 -6.07187 2.18928 0.583
H 2.26363 -4.26020 2.15418 -0.244
H 0.83161 -5.38286 1.84672 -0.507
H 3.51754 -7.08280 0.40872 0.378
H 4.53398 -5.74143 -0.37780 0.224
H 3.22908 -6.59510 -1.36602 0.294
H -1.49115 -4.43292 -2.99469 0.276
H 0.59148 -5.16079 -4.53269 0.285
H -1.20085 -1.35767 -2.12043 0.500
H 0.49896 1.32651 -2.15147 0.224
H -1.37406 1.10647 -1.75691 0.385
H 0.11570 0.31478 -4.47124 0.160
H -1.74541 -0.84942 -4.62099 0.372
H -1.45608 2.33442 -5.28281 0.368
H -1.87567 2.62270 -3.52068 -0.116
H 0.08987 3.58493 -3.18545 0.098
H 0.36389 3.65149 -4.85782 0.206
H -1.85224 0.25866 0.35070 0.294
H -2.42614 -1.32309 -0.37261 0.333
H -1.72145 -1.25365 1.36583 0.512
H 0.14067 -0.14158 2.25501 0.043
H 0.00914 3.07067 2.53708 0.244
H -1.58224 2.53301 1.03355 0.311
H -1.35837 -3.36927 1.04215 0.603
H -1.51150 -3.22176 -0.86351 -0.026
H -1.03555 -6.31039 2.55709 0.358
H -3.25485 -7.48254 3.44721 0.282
H -5.48706 -7.45372 1.87335 0.350
H -5.46610 -6.16052 -0.45518 0.322
H -3.24792 -4.95629 -1.36095 0.125
C -1.42613 4.91921 4.21492 0.917
O -1.65251 3.85903 3.62808 -0.933
N -1.45141 6.11813 3.58971 -0.419
N -1.13447 4.97014 5.53255 -0.381
H -1.27027 6.99211 4.04930 0.164
H -1.66589 6.11896 2.60501 0.230
H -1.10794 4.09195 6.03400 0.205
H -0.94732 5.82134 6.03072 0.165
C 2.13731 6.39910 -1.54349 0.710
O 1.75948 5.73392 -2.49952 -0.692
N 2.25927 7.74874 -1.59337 -0.381
N 2.46398 5.84176 -0.35326 -0.353
H 2.56640 8.31115 -0.82117 0.155
H 2.02381 8.19949 -2.46307 0.228
H 2.38181 4.83985 -0.28081 0.165
H 2.77429 6.36578 0.44420 0.151
C 3.43602 -1.05795 5.26892 0.763
O 4.22321 -0.66009 4.42136 -0.673
N 2.27489 -1.68533 4.95154 -0.388
N 3.65438 -0.90712 6.59506 -0.367
H 1.61560 -2.01929 5.63101 0.163
H 2.07715 -1.81607 3.97327 0.167
H 4.50760 -0.44565 6.87014 0.163
H 3.02193 -1.22589 7.30641 0.157
C -0.92113 6.93214 -5.08038 0.556
O -1.46960 7.51682 -4.15131 -0.749
N 0.30346 6.37014 -4.96978 -0.033
N -1.49405 6.79770 -6.30012 -0.271
H 0.76624 5.88914 -5.71930 0.194
H 0.76718 6.44775 -4.07411 0.093
H -2.40754 7.20255 -6.42539 0.235
H -1.05975 6.32364 -7.07122 0.175
C -3.68011 2.61290 6.54501 0.664
O -2.55528 2.35736 6.95889 -0.669
N -4.80375 2.26354 7.21836 -0.388
N -3.89486 3.26667 5.37953 -0.270
H -5.73321 2.46355 6.89681 0.163
H -4.68300 1.77529 8.09091 0.240
H -3.07723 3.54154 4.85251 0.130
H -4.80584 3.48782 5.02057 0.178
C -5.25291 4.72072 -4.34860 0.628
O -5.87787 5.64406 -4.85021 -0.657
N -5.42019 3.43125 -4.73294 -0.356
N -4.33920 4.90527 -3.36580 -0.293
H -4.91725 2.65902 -4.33456 0.151
H -6.09148 3.25325 -5.46213 0.204
H -4.18550 5.85060 -3.05274 0.181
H -3.81628 4.16098 -2.94206 0.134
C -7.95166 9.16135 -5.72879 0.551
O -8.57535 10.08596 -6.22933 -0.671
N -8.11941 7.87271 -6.11090 -0.322
N -7.03525 9.34351 -4.74556 -0.322
H -7.61538 7.10022 -5.71033 0.240
H -8.79084 7.69381 -6.83911 0.180
H -6.88009 10.28743 -4.43229 0.195
H -6.51308 8.59658 -4.32275 0.183
C 1.46786 6.82980 -8.70928 0.568
O 0.89712 6.49057 -7.68033 -0.662
N 2.21308 7.95647 -8.79104 -0.389
N 1.40266 6.10753 -9.85381 -0.404
H 2.68882 8.25313 -9.62356 0.171
H 2.28511 8.52046 -7.95944 0.222
H 0.85689 5.26169 -9.83237 0.212
H 1.86282 6.36871 -10.70681 0.165
C -2.90905 -8.90409 6.02995 0.708
O -3.53166 -7.97884 5.52299 -0.712
N -3.07655 -10.19329 5.64856 -0.384
N -1.99943 -8.71795 7.01590 -0.399
H -2.57665 -10.96517 6.05121 0.172
H -3.74543 -10.37252 4.91744 0.217
H -1.84703 -7.77252 7.32714 0.219
H -1.47911 -9.46176 7.44454 0.166
C 7.30923 1.33253 7.08712 0.669
O 7.95072 0.29683 7.16411 -0.640
N 6.24430 1.47329 6.25759 -0.326
N 7.60471 2.43270 7.82394 -0.384
H 5.70332 2.31519 6.17900 0.140
H 5.99382 0.67524 5.69198 0.156
H 8.38918 2.36707 8.45187 0.232
H 7.09033 3.29309 7.77538 0.161
C 1.93817 -9.87047 1.78512 0.724
O 2.51286 -9.22580 2.64918 -0.641
N 2.44452 -11.01616 1.26794 -0.421
N 0.74466 -9.49339 1.26547 -0.343
H 1.98754 -11.55959 0.55838 0.156
H 3.33248 -11.32829 1.62648 0.229
H 0.33620 -8.64502 1.62207 0.169
H 0.25694 -10.00711 0.55414 0.162